Entry 1:
The following is a DFT calculation (ωB97M-V with the def2-TZVPD basis set) of 5 unconnected molecules or ions with the total composition C26H35B3N4O4S in a non-equilibrium geometry.

XYZ file:
```
73
C26H35B3N4O4S | the Open Molecules 2025 dataset | ωB97M-V with the def2-TZVPD basis set
H -3.0357 -4.9568 -3.1056
H -1.7207 -3.7859 -2.9820
H -5.3015 -4.4223 -2.1870
H 0.3786 3.5077 -1.5559
C 0.0575 -0.1984 2.2893
H -4.7450 -0.7119 -0.9777
H 1.1308 1.4738 3.1142
N 1.2078 -1.5781 -0.5613
O -0.0785 0.9891 -6.3753
H -0.3064 3.6719 -6.0941
C 2.8915 -3.1568 -2.1229
C 3.3912 4.2174 -0.2050
N -2.3054 -0.2442 2.6749
B -1.4244 -0.4106 -4.4872
H -3.2693 -0.1543 -2.7500
H -1.3260 -1.6760 1.5724
H 2.7828 -1.3853 0.7444
S -0.0922 3.3250 -4.8191
H -1.7355 -0.1682 -1.8536
C -1.1992 -0.7659 2.1504
H -4.2058 -1.8160 0.3256
C 0.1736 0.9808 3.0063
C -2.6189 -4.1570 -2.4879
N 2.2067 2.5676 5.7663
O -1.7694 -0.5737 -5.8256
H 5.0208 0.8033 7.7496
C -3.8815 -1.1614 -0.4792
C 4.1959 2.6782 7.0959
H 0.9133 -0.6651 1.8237
H -5.6350 -2.9058 -1.3504
H -3.0959 1.2900 3.7880
C 3.2424 0.5597 6.5658
C 2.4617 -1.8300 -0.1926
C -4.8597 -3.6412 -1.5631
C 0.7905 -2.1086 -1.7103
H 3.5453 -3.7710 -2.7287
O -0.6996 0.7151 -4.1160
H 1.4623 0.7006 5.3656
H -0.9210 2.4610 4.1222
N 1.9242 3.2421 1.4172
H -2.3417 -4.5996 -1.5262
C -0.9695 1.5364 3.5622
H -0.2274 -1.8878 -2.0005
H 3.1030 4.3412 6.2788
B -0.2820 1.5479 -5.1276
C 4.2335 1.2963 7.1939
C -2.9891 -1.8780 -1.4950
H 3.2289 -0.5207 6.6127
H 2.5941 4.4773 -2.1861
H -4.5543 -4.1179 -0.6271
H 0.0383 2.7398 0.7819
C -2.4423 -0.7892 -2.4114
C 3.1011 3.7588 1.0717
H -3.3061 -0.3362 -0.0524
H 4.3662 4.6290 -0.4282
H 4.9480 3.2949 7.5689
O -1.7809 -1.3447 -3.5726
C -2.1793 0.8834 3.3736
C 1.5894 -2.9022 -2.5206
B -1.1436 0.1960 -6.7740
C 3.3400 -2.6074 -0.9325
H 3.8476 3.8062 1.8574
C 3.1652 3.2626 6.3740
H 4.3488 -2.7757 -0.5809
C -3.6465 -3.0424 -2.2729
C 0.9869 3.1678 0.4747
H -3.9473 -2.6953 -3.2674
H -1.5305 0.2379 -7.8948
C 2.2574 1.2418 5.8660
H 1.1922 -3.3076 -3.4419
C 1.1772 3.5960 -0.8314
C 2.4066 4.1324 -1.1771
H -2.1340 -2.2798 -0.9369
```

As for the lowest unoccupied orbital energy: 0.3 eV. As for the SMILES: CC(C)[C@H](C)COB1OBOB(S)O1.c1ccncc1.c1ccncc1.c1ccncc1.c1ccncc1. The value obtained for the HOMO-LUMO gap is 9.557 eV.

---

Entry 2:
The following is a DFT calculation (ωB97M-V with the def2-TZVPD basis set) of a molecular structure, C26H35BF6N4P2Ru in a non-equilibrium geometry.

XYZ file:
```
75
C26H35BF6N4P2Ru | the Open Molecules 2025 dataset | ωB97M-V with the def2-TZVPD basis set
C 0.0178 -3.7464 1.9075
C 2.3182 1.5979 2.2757
H -2.7465 3.5341 -1.7032
H 0.6288 -3.5825 2.7959
C 3.0691 1.6365 0.0814
H 0.4841 0.6022 -1.9767
H 2.9266 3.2286 3.5330
H -3.9984 -2.1692 0.8797
C 0.4814 0.0252 2.7116
C -1.1307 -4.6316 -2.6501
N -0.7629 2.5471 -2.8155
H 2.6862 -3.3584 -0.7472
H -3.5603 -2.4060 -1.9058
H 0.1079 4.0444 -3.9804
C -0.1778 -4.2504 -1.7174
H -2.9656 3.6231 0.0437
C -2.6136 -2.9270 -1.8392
H -0.9131 -5.4312 -3.3451
H -2.0581 4.8913 -0.7841
C -0.5512 2.9561 0.7931
H -1.0062 -3.4565 2.1264
C -0.6907 3.9374 -3.2434
H -1.1104 3.6438 1.4217
H -3.1131 -4.2987 -3.4043
F 1.3962 -0.4079 -3.1133
N -1.0544 3.0372 -0.5665
H 4.3511 3.2432 -0.5131
C -0.5604 1.5799 -3.8837
N 0.0257 1.0724 -1.1977
H -0.4631 4.5930 -2.4082
N 2.3556 1.0622 1.0467
F 2.6523 1.6102 5.1391
H -1.1756 1.8712 -4.7342
H 1.0322 0.2050 6.5467
F 2.6566 -2.3115 -2.8071
C -3.0120 0.0251 -0.8205
C 1.6617 0.8811 4.6093
H 0.0365 -4.8029 1.6418
C -3.1609 -1.7038 1.3972
C -1.6589 -2.5252 -0.9104
C -2.3576 -3.9873 -2.6955
H -0.6592 1.9483 1.2127
H 0.7807 -4.7511 -1.6993
H -1.1256 -1.3404 3.1988
F -0.9206 -1.3254 5.7456
F 2.1453 -0.9678 -1.0097
C -0.3268 -0.7080 3.5643
P -1.9473 -1.0807 0.1737
C 2.9854 2.7869 2.5512
H 0.4842 1.5392 -4.2039
C 3.7753 2.8089 0.2912
H 2.1067 -4.7144 0.2714
H 3.0888 1.1341 -0.8771
P 0.6983 -2.7746 0.5137
H -4.0177 -0.3837 -0.9029
C -0.1269 -0.6218 4.9317
B 2.5025 -0.9869 -2.4659
H 0.5046 3.2310 0.8276
C -0.5717 2.1838 -1.5219
H -3.0727 0.9922 -0.3192
C -2.2649 3.8190 -0.7714
H 4.2357 4.3262 1.7435
C 2.2644 -3.6380 0.2166
C 3.7184 3.3969 1.5451
H -3.5188 -0.8606 1.9903
C 1.4847 0.8524 3.2286
H -0.8593 0.5827 -3.5658
H 2.9598 -3.3376 1.0010
C 0.8694 0.1588 5.4793
H -2.5869 0.1632 -1.8129
H -1.6243 4.2607 -3.7085
C -0.4479 -3.2178 -0.8270
Ru 0.5045 -0.2751 0.5414
H -2.7155 -2.4340 2.0686
F 3.6311 -0.2184 -2.5989
```

As for the lowest unoccupied orbital energy (alpha / beta): -3.6 / -3.9 eV. Its spin multiplicity is 2. The total charge is +1. The energy relative to the best compared isomer or geometry (same formula, charge and spin) comes out at 0.0 kJ/mol. The value obtained for the HOMO-LUMO gap (alpha / beta) is 7.724 / 7.490 eV.

---

Entry 3:
The following is a DFT calculation (ωB97M-V with the def2-TZVPD basis set) of a molecular structure, C26H35Cl2GeIrN5OSe in a non-equilibrium geometry.

XYZ file:
```
72
C26H35Cl2GeIrN5OSe | the Open Molecules 2025 dataset | ωB97M-V with the def2-TZVPD basis set
C -3.0019 -0.4938 -2.2533
H 3.6230 4.9600 2.6730
H 3.9432 1.8501 -1.5098
Se -0.4403 -1.8846 1.7112
C -3.3760 3.7407 1.5486
C 2.9565 1.4808 -1.7441
C 3.8151 1.6977 3.1540
H -1.3067 -2.9768 3.7986
C -1.9447 4.2591 -0.7917
H 2.0727 -7.0876 1.7516
C 0.4216 0.5201 -2.4084
C -2.8479 -0.2190 -3.5940
H -3.6738 -1.2205 -5.2717
C -3.0222 5.0465 -0.4551
H 0.9525 -1.2201 -1.2550
H -0.9634 -5.5438 3.4043
H -3.8500 0.5349 -5.3231
C -2.3073 2.9505 1.2326
H 1.8738 -2.7130 1.2687
N 3.2710 2.9184 2.9023
C -0.9157 0.3000 -5.0946
C -1.5140 3.1625 0.0421
H 0.0405 -5.7526 -0.9557
H 3.1229 -0.2798 2.4879
H -3.2906 5.8665 -1.1020
H 3.1722 -0.3090 -0.5791
H 1.4362 -2.9585 2.9785
H -0.3259 -1.5439 4.2059
C -3.7376 4.7951 0.7071
N -0.5003 2.4261 -0.2178
H 2.2547 -6.0332 3.1458
Cl -1.7993 1.6438 2.2318
H 0.1290 0.0031 -5.0059
H -0.3259 -4.0455 -0.7349
C 1.0869 -3.0298 1.9518
C 0.4030 -4.8257 -0.5222
H -3.9364 3.5560 2.4510
H -1.9918 -1.3452 3.5969
H -4.5740 5.4246 0.9667
C 3.6968 4.1848 3.4353
C 2.1891 -6.0530 2.0616
H -1.8567 -4.7749 2.0761
Cl -1.0540 4.5595 -2.2184
H -3.8985 -0.8011 -1.7578
N -0.8738 0.0458 -2.6450
H 3.0606 4.4620 4.2792
Ge 0.6308 -5.0007 1.4407
H 1.5838 3.5208 1.7578
C -3.8579 -0.3315 -4.6667
C 3.0276 0.7849 2.5176
N 2.0121 1.4358 1.8837
H -4.8443 -0.4278 -4.2259
H 0.2613 2.2906 -3.6160
Ir 0.2900 0.7354 0.6552
H 4.7021 1.5626 3.7365
H 1.3423 -4.5744 -1.0071
C 2.5142 0.2842 -1.1988
H 3.1194 -5.6759 1.6474
H -1.4035 -0.3370 -5.8320
C 2.1393 2.1865 -2.6143
C -1.0721 -5.4861 2.3247
C 2.1951 2.7226 2.1338
H -0.9593 1.3296 -5.4575
C -1.7493 -0.3229 -1.6336
C -1.0860 -1.9437 3.5385
C 0.8804 1.7161 -2.9466
H 4.7266 4.1211 3.7802
O -1.4025 -0.4561 -0.4361
H 2.4824 3.1144 -3.0472
C 1.2357 -0.2044 -1.5107
N -1.5684 0.1438 -3.8240
H -1.3925 -6.4651 1.9776
```

As for the lowest unoccupied orbital energy (alpha / beta): -7.8 / -7.8 eV. Its spin multiplicity is 2. The total charge is +2. The value obtained for the HOMO-LUMO gap (alpha / beta) is 5.161 / 5.185 eV.

---

Entry 4:
The following is a DFT calculation (ωB97M-V with the def2-TZVPD basis set) of 6 unconnected molecules or ions with the total composition C26H35F8N3O7S2 in a non-equilibrium geometry.

XYZ file:
```
81
C26H35F8N3O7S2 | the Open Molecules 2025 dataset | ωB97M-V with the def2-TZVPD basis set
H 2.1515 4.5943 -1.1413
N -2.4830 -2.4840 2.4066
H 0.5152 9.1186 -1.4151
H 0.9297 6.7321 -1.1671
S 3.3849 -1.6370 -0.9907
C 1.6904 -1.3912 -0.3664
H -3.6498 -6.0814 1.4210
H -1.7863 -3.1226 -3.2476
C -2.7146 -2.5792 -3.3447
H 5.3929 -3.2732 3.5094
C 2.4923 5.3315 -0.4142
H 0.4513 5.9476 0.2302
F 0.5077 2.4537 1.8031
O 3.3307 -3.0891 -1.8268
H 3.2022 -5.1602 -3.3864
F -1.4355 -0.7260 -1.5496
H 0.7569 10.5996 -0.4159
H -3.1179 0.2280 -2.0725
S 0.8704 8.6639 0.9725
C -4.9220 -0.8805 -3.2136
H 0.9105 -0.9879 -1.0122
C 3.3510 -3.1733 2.8930
C 2.0031 -2.8505 3.3214
C -3.2913 -5.1049 1.7116
O -0.0601 0.9766 0.2988
H -2.1030 -2.2786 0.3902
F -2.7887 0.1876 -0.1795
C -0.6909 0.4699 2.6730
C -2.9519 -1.6475 -4.3337
C -2.8166 -4.2313 0.7648
C -0.4633 1.5798 1.5513
H -2.7282 -3.1398 4.3704
C 4.3790 -3.1165 3.8465
F -2.4609 2.6490 -1.1010
N -3.6066 -2.8503 -2.3420
H 2.6677 4.7394 0.4840
C -2.8798 -3.4005 3.3334
H 1.9365 -0.7616 0.4887
O 4.2508 -1.8489 0.1989
H 1.4697 -2.4177 -0.0737
H -2.9434 -4.5083 -0.2713
H -1.3910 -0.2936 2.3339
H -2.1165 -1.5936 -5.0160
C -1.6327 1.7177 -1.6627
H 0.8385 -2.4502 5.0596
C 3.0157 -2.9738 -3.1384
H 1.1319 -2.9061 2.6856
H -3.5628 -5.3067 3.8480
H 3.4578 -3.3841 1.8392
H 3.0136 -2.2809 6.5807
C 2.5349 -4.3495 -3.6790
C -0.2017 1.7870 -0.8786
H 3.8201 -2.4348 -3.6387
H 0.1715 2.7896 -0.6700
C -3.2647 -4.6833 3.0180
H -4.2161 -0.0656 -5.1013
C 1.3392 6.3975 -0.2140
H 1.6036 -4.6737 -3.2145
H 2.4420 -4.4932 -4.7555
C -2.2545 0.3372 -1.4162
F 0.3866 -0.2093 2.8926
H 0.5975 1.3610 -1.4853
C 1.0768 9.5739 -0.5993
F -1.5807 2.0016 -2.9876
O 1.4756 9.3464 2.1450
H -5.7741 -0.2296 -3.0849
C -4.6160 -1.9466 -2.2559
C -2.4120 -2.9895 1.1422
C 1.8343 -2.5446 4.6524
H 2.0926 9.4978 -0.9871
O -0.5001 8.1912 1.0182
N 4.1507 -2.9496 5.1733
O 3.4704 -0.4924 -1.9012
F -1.5260 2.4006 1.3292
H -5.3814 -2.0739 -1.5047
H 2.1103 -2.3773 -3.2503
C 2.9568 -2.5470 5.5356
C -4.0576 -0.7406 -4.2733
H 3.4430 5.7002 -0.7993
F -1.0950 0.9584 3.8236
O 1.8687 7.4001 0.6330
```

As for the lowest unoccupied orbital energy (alpha / beta): -4.4 / -8.6 eV. Its spin multiplicity is 2. The total charge is +1. The value obtained for the HOMO-LUMO gap (alpha / beta) is 7.272 / 3.090 eV.

---

Entry 5:
The following is a DFT calculation (ωB97M-V with the def2-TZVPD basis set) of a gas-phase ion, C26H35FN3O3 (charge +1).

XYZ file:
```
68
C26H35FN3O3 | the Open Molecules 2025 dataset | ωB97M-V with the def2-TZVPD basis set
H 7.0302 -4.1354 -1.7331
C 8.1878 -3.2576 -0.1648
H 0.6723 0.1748 -1.1593
C 1.9859 2.0721 0.2341
C -7.4658 -1.6532 -1.1195
C 8.2755 -2.2076 0.7338
O -6.4124 -1.8933 -0.1994
C -3.7178 1.1016 0.8551
C -5.2878 -3.3928 1.7324
N -1.6610 2.2653 0.1636
H -5.3377 -3.8405 0.7391
H -0.2382 3.2963 1.3013
H -6.2852 -3.0782 2.0422
H 5.0271 2.1620 1.0479
C -4.5732 -1.1627 1.1127
C -5.5589 -0.8971 0.1307
H -8.0968 -0.8307 -0.7589
O 1.5389 2.1747 1.3721
H 5.2430 -0.0984 2.0192
H 1.6271 2.4225 -1.8815
H 3.6784 -0.5726 1.3242
H -2.2161 1.9178 2.1619
O -4.3668 -2.3190 1.7784
C 7.1098 -3.3222 -1.0282
C -3.6741 -0.1543 1.4448
C 3.9288 1.4116 -1.2274
H -2.1469 2.3724 -0.7357
H -9.0959 -2.7918 -1.9233
C 4.1437 1.5270 1.1504
H -6.3407 0.5929 -1.1913
C 6.1767 -1.2895 -0.0982
C -0.8453 1.0317 0.0804
H -1.4020 4.3393 0.4357
H 4.8273 2.0303 -1.3187
N 3.2685 1.7597 0.0103
H 0.8666 4.4205 -0.5639
C -5.5932 0.3674 -0.4493
C -4.6892 1.3557 -0.1007
H -0.3140 3.7871 -1.7110
H 9.1070 -2.1137 1.4139
H -8.6815 -3.2031 -0.2537
C -2.7116 2.1557 1.2198
C 6.1177 -2.3584 -0.9929
H -4.9001 -4.1219 2.4427
H -3.1973 3.1299 1.3101
H 8.9572 -4.0120 -0.1896
C -0.7851 3.4418 0.3664
C 0.2129 3.5745 -0.7764
H -1.5163 0.1751 -0.0055
C 4.5708 0.0611 1.1803
C -8.2768 -2.9343 -1.2253
H -2.9440 -0.3846 2.2048
C 1.0531 2.3025 -0.9641
C 0.1039 1.1038 -1.1074
H 3.2972 1.5825 -2.0962
H -0.4641 1.1965 -2.0375
F 7.4227 -0.2097 1.6160
H -0.2706 0.9561 1.0068
H 3.4523 -0.6997 -1.1393
H 3.6048 1.7900 2.0601
N 5.2293 -0.2645 -0.0676
C 7.2897 -1.2450 0.7486
H -7.0520 -1.3835 -2.1002
H 5.2786 -2.4468 -1.6653
H 4.8930 -0.2916 -2.1155
H -7.6486 -3.7478 -1.5773
C 4.3554 -0.0654 -1.1942
H -4.7657 2.3267 -0.5680
```

As for the lowest unoccupied orbital energy: -2.2 eV. The total charge is +1. As for the SMILES: CCOc1ccc(C[N@H+]2CC[C@@H](C(=O)N3CCN(c4ccccc4F)CC3)CC2)cc1OC. The energy relative to the best compared isomer or geometry (same formula, charge and spin) comes out at 0.0 kJ/mol. The value obtained for the HOMO-LUMO gap is 7.868 eV.

---

Entry 6:
The following is a DFT calculation (ωB97M-V with the def2-TZVPD basis set) of a molecular structure, C26H35IN3O7P2Pt in a non-equilibrium geometry.

XYZ file:
```
75
C26H35IN3O7P2Pt | the Open Molecules 2025 dataset | ωB97M-V with the def2-TZVPD basis set
H 3.3007 4.1577 0.2715
C 1.5719 3.0256 0.8376
C 2.9371 3.1492 0.0864
H 2.5100 -4.4873 -3.8252
C -3.9376 -2.6309 4.4627
H 2.4260 3.8938 -1.8955
H 2.7600 -1.8168 -4.3627
H 3.0116 -4.4013 -1.2270
P -2.5632 1.3555 -3.5174
C 1.9350 -0.1886 0.5410
H -0.0775 5.0158 2.9557
C -2.9545 -3.1355 5.2529
H -3.1240 0.0667 0.5903
C -1.4048 0.5972 1.6836
H -1.9230 0.8436 2.6182
N 1.3505 -1.5093 -1.3065
C 2.7439 2.9540 -1.4267
C -0.6659 2.9124 2.5259
Pt 0.0231 0.0475 -1.7895
N 1.1498 0.7282 0.0977
C 1.1352 -2.9669 -3.2523
O -1.9186 0.4902 -2.3899
H -0.8502 -3.7444 -2.6389
C -3.8036 -1.6669 7.0390
H 3.9903 2.1081 1.6717
O 0.9024 1.3669 -3.3101
N -4.7991 -1.6920 4.8870
O -3.3087 2.5237 -2.8434
C 0.8201 1.8419 0.8691
C -4.7071 -1.2280 6.0972
H -0.4228 -0.9032 0.6060
H -5.4599 -0.5174 6.4061
P 0.0341 2.5931 -3.6830
H -1.6358 -1.5581 1.7178
I -1.4691 -4.4316 4.4004
C 2.0813 -1.4214 -0.1640
H -0.8441 -1.9030 -3.2302
H -3.9016 -1.2131 7.9574
H -2.2063 -3.0703 7.3318
C -0.3811 1.8224 1.6473
H -2.6605 3.0151 -2.3006
C -2.8961 -2.6209 6.6153
C 1.6656 -2.6756 -1.8706
C 0.0431 4.1040 2.3731
H 1.3128 -0.9325 -4.0661
C 1.4494 -4.4495 -3.5917
C 1.7152 -1.9438 -4.3043
H -0.6915 -3.2166 -4.3733
H 1.0545 -5.0147 -2.7389
H -0.0632 -0.9219 2.4294
H 5.0164 2.5760 0.3448
O -3.4427 0.6476 -4.4799
H 0.7895 -4.7534 -4.4311
C -0.4538 -2.9793 -3.3154
H 2.0185 2.1784 -1.5471
C -0.8338 -0.7917 1.6224
H 3.6243 2.5922 -1.9172
H -1.4050 2.9015 3.2796
H 3.5187 -2.7658 0.7753
H 3.9044 1.2565 0.0799
C 4.0201 2.1836 0.6004
C 2.6157 -3.3767 -1.1218
O 0.6433 3.5769 -4.5638
H -0.0412 4.0353 -2.0265
O -1.3076 2.0072 -4.2956
H -2.7785 1.8603 0.6665
H 1.8232 5.0176 1.5925
C -2.3455 0.8726 0.5512
H 1.4447 -2.1605 -5.3145
C 1.1706 4.1296 1.5409
O -0.6220 3.3140 -2.2997
H 2.5582 -0.0147 1.3987
H -1.9685 0.8297 -0.4465
C 2.8365 -2.5155 -0.0165
H -4.0393 -2.9726 3.4590
```

As for the lowest unoccupied orbital energy (alpha / beta): 1.7 / 1.7 eV. Its spin multiplicity is 3. The total charge is -1. The value obtained for the HOMO-LUMO gap (alpha / beta) is 7.190 / 7.260 eV.

---

Looking at E for the records above, in order, we have -2004.7913; -2632.4777; -6863.1941; -3297.4858; -1501.3786; -2802.6729 Ha.